No. 1
{
  "formula": "C5H22NO7",
  "method": "wB97M-V/def2-TZVPD",
  "symbols": ["C", "N", "C", "C", "O", "C", "O", "C", "H", "H", "H", "H", "H", "H", "H", "H", "H", "H", "H", "H", "H", "H", "O", "H", "H", "O", "H", "H", "O", "H", "H", "O", "H", "H", "O"],
  "positions_angstrom": [[-0.74403, 2.32950, 1.04290], [0.11129, 1.75048, 2.08766], [0.63857, 0.41301, 1.72150], [1.44050, -0.16439, 2.87790], [1.60591, -1.57208, 2.64237], [1.33736, 0.36890, 0.32888], [0.49356, -0.08779, -0.72937], [-2.20053, 1.87309, 1.41406], [-0.54596, 1.95202, 0.04299], [-0.81079, 3.40963, 1.06454], [0.91338, 2.31428, 2.35161], [-0.25220, -0.21305, 1.60722], [2.39997, 0.33921, 3.02339], [0.91647, -0.14853, 3.83081], [1.92971, -1.66361, 1.77323], [1.63631, 1.36821, 0.04737], [2.07907, -0.45098, 0.31009], [-2.04888, 1.09682, 2.16025], [-2.76181, 1.34011, 0.63595], [-2.90037, 2.66388, 1.69290], [1.88009, -1.63265, -1.77757], [0.91826, -2.08320, -2.85080], [1.86222, -2.01980, -2.65865], [0.85954, 0.83031, -1.90681], [1.69910, 0.40829, -3.08722], [1.08497, 1.12008, -2.87033], [-1.33182, -1.07277, -3.16901], [-2.12545, -1.60932, -2.13480], [-1.56018, -1.94369, -2.86136], [-1.01547, -0.17270, -0.94916], [-1.90061, 0.93830, -1.45981], [-1.98873, 0.01317, -1.21345], [-0.10482, -2.70344, -0.59998], [-1.03327, -3.42420, -1.58245], [-0.48134, -3.56710, -0.80484]],
  "nbo_charge": [-0.24, -0.64, -0.12, -0.06, -0.72, -0.08, -0.99, -0.64, 0.20, 0.19, 0.35, 0.20, 0.14, 0.18, 0.46, 0.17, 0.13, 0.22, 0.22, 0.19, 0.48, 0.49, -0.97, 0.50, 0.46, -1.04, 0.49, 0.50, -1.00, 0.52, 0.46, -1.04, 0.48, 0.49, -0.97],
  "lumo_energy_ha": 0.1236,
  "total_energy_ev": -21365.2516,
  "total_charge": -1,
  "e_homo_ev": -5.10,
  "homo_lumo_gap_ha": 0.311,
  "spin_multiplicity": 1,
  "e_above_lowest_kj_mol": 211.34
}

No. 2
{
  "formula": "C3H32NO12",
  "method": "wB97M-V/def2-TZVPD",
  "symbols": ["C", "C", "C", "N", "H", "H", "H", "H", "H", "H", "H", "H", "H", "H", "O", "H", "H", "O", "H", "H", "O", "H", "H", "O", "H", "H", "O", "H", "H", "O", "H", "H", "O", "H", "H", "O", "H", "H", "O", "H", "H", "O", "H", "H", "O", "H", "H", "O"],
  "positions_angstrom": [[-0.22867, 3.92972, 1.32166], [-0.58765, 2.65786, 0.57375], [-0.28157, 2.63378, -0.74489], [-0.46303, 1.35733, -1.53717], [-0.12314, 3.87383, 2.38303], [0.75137, 4.19277, 1.03125], [-0.72055, 4.91235, 1.22785], [-1.16653, 1.85577, 1.05668], [0.21160, 3.25734, -1.49430], [-0.40601, 0.52619, -0.84229], [-1.29902, 1.35164, -1.95144], [0.19695, 1.22350, -2.31507], [0.54180, -0.53059, -4.35065], [0.63213, -1.32625, -2.88597], [0.15134, -0.59221, -3.43085], [4.62592, -0.08837, -0.30411], [3.56608, 1.08888, -0.04766], [3.75346, 0.25195, -0.52421], [0.40733, -1.28343, 0.90271], [-1.15927, -1.13449, 0.61274], [-0.28724, -0.67923, 0.57805], [-2.38779, -2.07684, 2.26252], [-2.22468, -2.61324, 0.83524], [-2.46956, -1.91417, 1.34074], [1.18642, 0.13805, 2.12125], [0.53766, 1.45283, 2.73269], [1.35378, 0.82722, 2.88039], [2.34043, -2.66576, -2.53240], [2.84739, -1.57069, -1.60434], [2.14743, -1.82546, -2.28246], [-0.19947, -3.55231, 2.20501], [0.76994, -3.63634, 3.31227], [-0.01462, -3.08719, 3.05019], [-4.01906, 1.44803, -0.89454], [-4.19747, 2.29407, -2.12937], [-3.56236, 2.17477, -1.38935], [-2.34790, -4.32439, -0.66711], [-1.01761, -3.55869, -0.41606], [-1.80765, -4.01439, 0.09136], [-2.62304, -0.09952, 2.39889], [-3.97729, 0.45708, 3.00482], [-2.95197, 0.52902, 3.00907], [1.54649, -2.27019, 1.82135], [2.50577, -1.51121, 0.92543], [1.97167, -2.21825, 0.85470], [2.90586, 1.58826, -4.14366], [3.14879, 1.11200, -2.70511], [2.42354, 1.43899, -3.34060]],
  "nbo_charge": [-0.68, -0.16, -0.06, -0.73, 0.23, 0.23, 0.25, 0.25, 0.23, 0.47, 0.42, 0.47, 0.49, 0.51, -1.02, 0.49, 0.50, -0.99, 0.49, 0.50, -1.03, 0.50, 0.49, -0.97, 0.46, 0.48, -0.94, 0.47, 0.51, -0.95, 0.47, 0.48, -0.93, 0.48, 0.48, -0.96, 0.50, 0.49, -0.95, 0.47, 0.48, -0.95, 0.48, 0.47, -0.94, 0.48, 0.49, -0.97],
  "lumo_energy_ha": -0.0986,
  "total_energy_ev": -29682.6607,
  "total_charge": 1,
  "e_homo_ev": -13.00,
  "homo_lumo_gap_ha": 0.379,
  "spin_multiplicity": 1,
  "e_above_lowest_kj_mol": 217.03
}

No. 3
{
  "formula": "C4H14NO2",
  "method": "wB97M-V/def2-TZVPD",
  "symbols": ["O", "C", "C", "N", "C", "C", "H", "H", "H", "H", "H", "H", "H", "H", "H", "H", "H", "H", "H", "H", "O"],
  "positions_angstrom": [[1.63658, -0.50529, 1.40517], [1.13518, 0.74436, 0.92183], [-0.41768, 0.77228, 0.81938], [-0.76494, -0.17106, -0.45444], [-1.28358, -1.57705, -0.27350], [-1.26718, 2.04324, 0.45515], [2.35821, -0.80254, 0.86800], [1.26705, 1.58427, 1.54755], [1.59757, 1.07463, -0.03806], [-0.69590, 0.38832, 1.70385], [0.08761, -0.22521, -0.94750], [-1.62103, 0.38031, -0.88321], [-1.75127, -1.75044, -1.27440], [-0.42589, -2.30958, 0.04047], [-1.90286, -1.76266, 0.63680], [-1.45464, 2.40444, 1.36136], [-2.17772, 1.72475, -0.02019], [-0.74105, 2.76066, -0.08167], [2.39754, -1.21879, -2.50014], [2.28120, -2.16131, -1.50523], [1.74280, -1.39333, -1.78123]],
  "nbo_charge": [-0.18, -0.16, 0.03, -0.54, -0.45, -0.59, 0.54, 0.36, 0.26, 0.23, 0.46, 0.48, 0.28, 0.25, 0.27, 0.26, 0.24, 0.26, 0.51, 0.49, -0.99],
  "lumo_energy_ha": [-0.2692, -0.5412],
  "total_energy_ev": -9937.1612,
  "s_squared": 0.755,
  "total_charge": 2,
  "e_homo_ev": [-20.05, -20.01],
  "homo_lumo_gap_ha": [0.468, 0.194],
  "spin_multiplicity": 2,
  "e_above_lowest_kj_mol": 311.91
}

No. 4
{
  "formula": "C3H7N3S",
  "method": "wB97M-V/def2-TZVPD",
  "symbols": ["C", "C", "C", "N", "N", "N", "S", "H", "H", "H", "H", "H", "H", "H"],
  "positions_angstrom": [[-2.33671, -0.69423, -0.09134], [-1.58282, 0.38384, -0.16564], [-0.12274, 0.43825, 0.00499], [0.47914, 1.48329, -0.30233], [1.79499, 1.60238, 0.03221], [0.57377, -0.65098, 0.61569], [1.20441, -1.90584, -0.29919], [-3.37831, -0.66619, -0.32841], [-1.88707, -1.70351, 0.13778], [-2.10521, 1.32820, -0.38464], [2.35511, 2.26100, -0.59125], [2.29056, 0.67401, 0.12705], [0.16642, -0.92936, 1.49631], [2.54846, -1.62086, -0.25123]],
  "nbo_charge": [-0.38, -0.23, 0.27, -0.20, -0.64, -0.84, 0.20, 0.21, 0.19, 0.22, 0.38, 0.35, 0.40, 0.08],
  "lumo_energy_ha": 0.0254,
  "smiles": "C=C/C(=N/N)NS",
  "total_energy_ev": -18527.7473,
  "e_homo_ev": -8.58,
  "homo_lumo_gap_ha": 0.341,
  "spin_multiplicity": 1,
  "e_above_lowest_kj_mol": 262.75
}

No. 5
{
  "formula": "C4H11NO2",
  "method": "wB97M-V/def2-TZVPD",
  "symbols": ["C", "C", "C", "N", "C", "O", "H", "H", "H", "H", "H", "H", "H", "H", "H", "O", "H", "H"],
  "positions_angstrom": [[-0.87828, -1.28136, -0.32330], [0.08460, -0.31058, -1.09435], [1.43744, -0.26675, -0.46528], [-0.63561, 0.92974, -1.15360], [-0.85937, 1.70012, 0.03113], [-0.38550, 1.37192, 1.08614], [-1.32203, -0.68011, 0.59372], [-0.27504, -2.11758, 0.07540], [-1.76672, -1.49156, -1.01476], [0.23821, -0.83202, -2.09733], [2.09404, 0.32997, -0.99554], [1.02681, 0.12934, 0.57798], [2.08542, -1.10010, -0.51485], [-0.71356, 1.21051, -2.12829], [-1.55307, 2.70804, 0.09985], [0.49515, -0.31863, 2.67181], [1.25287, -0.01061, 2.24530], [-0.32538, 0.02967, 2.40595]],
  "nbo_charge": [-0.61, -0.06, -0.67, -0.66, 0.55, -0.64, 0.21, 0.22, 0.21, 0.20, 0.21, 0.24, 0.22, 0.42, 0.15, -0.95, 0.47, 0.49],
  "lumo_energy_ha": 0.0269,
  "smiles": "CC(C)NC=O.O",
  "total_energy_ev": -9909.3709,
  "e_homo_ev": -9.88,
  "homo_lumo_gap_ha": 0.390,
  "spin_multiplicity": 1,
  "e_above_lowest_kj_mol": 277.01
}

No. 6
{
  "formula": "C13H26BrInN3O2PS2",
  "method": "wB97M-V/def2-TZVPD",
  "symbols": ["In", "C", "C", "O", "P", "S", "S", "O", "C", "C", "H", "H", "H", "H", "H", "H", "H", "H", "H", "H", "N", "C", "C", "C", "C", "N", "H", "H", "H", "H", "H", "H", "H", "H", "H", "H", "H", "H", "Br", "C", "C", "C", "C", "C", "N", "H", "H", "H", "H"],
  "positions_angstrom": [[-0.53977, -0.79384, -0.17709], [1.50167, 5.62823, -0.56409], [1.73050, 4.14341, -0.46123], [0.43312, 3.49372, -0.34326], [0.28853, 2.13142, 0.44311], [-1.64006, 1.63534, 0.32153], [1.61845, 0.76654, -0.17606], [0.70300, 2.43974, 1.94566], [-0.03882, 3.43345, 2.71027], [0.93071, 4.13920, 3.62194], [2.45400, 6.13490, -0.72958], [1.05473, 6.01923, 0.35094], [0.83824, 5.85381, -1.39896], [2.34129, 3.89025, 0.40679], [2.21485, 3.74482, -1.35128], [-0.81240, 2.90734, 3.26726], [-0.52625, 4.12976, 2.02760], [1.47238, 3.41928, 4.23580], [0.38577, 4.81650, 4.28129], [1.65474, 4.72085, 3.05004], [1.00853, -2.58341, -1.00350], [1.03457, -4.00703, -0.58621], [1.64881, -4.18110, 0.79260], [0.75381, -3.75280, 1.96463], [0.90714, -2.29650, 2.43036], [-0.31266, -1.50345, 2.13419], [0.76795, -2.51853, -1.98885], [1.93599, -2.17668, -0.91095], [1.58838, -4.60781, -1.30969], [0.00454, -4.36884, -0.58234], [2.59740, -3.63316, 0.83530], [1.90650, -5.23444, 0.90183], [0.95472, -4.40865, 2.81021], [-0.29386, -3.92771, 1.69115], [1.74215, -1.80808, 1.92685], [1.12130, -2.26854, 3.49822], [-0.25632, -0.59400, 2.58804], [-1.13331, -1.96444, 2.51462], [-2.88821, -2.98289, -0.63127], [-2.82028, -2.10958, -2.32996], [-3.87836, -2.24848, -3.20576], [-3.77740, -1.58004, -4.41617], [-2.65137, -0.81640, -4.68772], [-1.65527, -0.74829, -3.73429], [-1.73708, -1.40071, -2.56620], [-4.74258, -2.84302, -2.94604], [-4.57968, -1.65319, -5.13906], [-2.54871, -0.28092, -5.62149], [-0.76138, -0.15525, -3.88918]],
  "nbo_charge": [0.94, -0.63, -0.07, -0.84, 1.72, -0.54, -0.59, -0.85, -0.07, -0.63, 0.23, 0.21, 0.23, 0.19, 0.20, 0.19, 0.19, 0.22, 0.23, 0.21, -0.85, -0.22, -0.41, -0.42, -0.22, -0.85, 0.40, 0.39, 0.20, 0.20, 0.20, 0.23, 0.23, 0.20, 0.20, 0.21, 0.40, 0.39, 0.11, 0.16, -0.26, -0.13, -0.24, 0.05, -0.49, 0.25, 0.24, 0.24, 0.21],
  "lumo_energy_ha": [-0.0840, -0.1296],
  "total_energy_ev": -128641.7740,
  "s_squared": 0.754,
  "total_charge": 1,
  "e_homo_ev": [-9.15, -11.67],
  "homo_lumo_gap_ha": [0.252, 0.299],
  "spin_multiplicity": 2,
  "e_above_lowest_kj_mol": 32.76
}